{
  "formula": "C30H33MoN9O3S4",
  "method": "wB97M-V/def2-TZVPD",
  "orbital_gap_ev": [5.7, 6.9],
  "multiplicity": 3,
  "e_above_lowest_kcal_mol": 2.51,
  "lumo_energy_ha": [-0.030, -0.011],
  "symbols": ["Mo", "C", "C", "S", "C", "C", "S", "H", "H", "H", "H", "H", "H", "C", "N", "C", "N", "C", "N", "C", "C", "C", "C", "C", "C", "C", "N", "N", "C", "O", "C", "C", "C", "C", "C", "C", "N", "C", "N", "C", "N", "C", "H", "H", "H", "H", "H", "H", "H", "H", "H", "H", "H", "H", "H", "H", "H", "H", "C", "C", "S", "C", "C", "S", "H", "H", "H", "H", "H", "H", "N", "C", "C", "O", "O", "H", "H", "H", "H", "H"],
  "coordinates": [[-0.496, -1.905, -0.316], [-1.247, -6.508, 0.735], [-1.114, -5.162, 0.066], [-0.966, -3.790, 1.130], [-1.138, -5.004, -1.273], [-1.314, -6.135, -2.249], [-0.994, -3.424, -2.007], [-1.288, -6.393, 1.817], [-0.399, -7.155, 0.501], [-2.154, -7.027, 0.420], [-1.327, -7.101, -1.749], [-0.506, -6.146, -2.982], [-2.249, -6.028, -2.804], [0.787, 2.010, 3.575], [0.004, 0.988, 2.879], [0.363, 0.287, 1.811], [-0.568, -0.620, 1.553], [-1.488, -0.432, 2.539], [-1.174, 0.539, 3.363], [1.536, 2.875, 2.590], [2.856, 3.240, 2.819], [3.533, 4.039, 1.903], [2.913, 4.458, 0.737], [1.594, 4.081, 0.499], [0.913, 3.309, 1.430], [0.918, 4.415, -0.751], [1.331, 5.052, -1.792], [0.317, 4.959, -2.739], [-0.627, 4.273, -2.193], [-0.324, 3.905, -0.928], [-1.877, 3.754, -2.741], [-2.115, 3.741, -4.111], [-3.246, 3.105, -4.597], [-4.117, 2.452, -3.733], [-3.888, 2.473, -2.363], [-4.740, 1.677, -1.405], [-4.066, 0.431, -1.026], [-2.828, 0.269, -0.570], [-2.562, -1.024, -0.475], [-3.712, -1.625, -0.894], [-4.645, -0.775, -1.236], [-2.785, 3.158, -1.875], [1.471, 1.495, 4.247], [0.076, 2.588, 4.164], [1.256, 0.450, 1.229], [-2.384, -1.022, 2.631], [3.365, 2.886, 3.707], [4.561, 4.316, 2.091], [3.441, 5.052, 0.004], [-0.109, 3.019, 1.230], [-1.403, 4.201, -4.782], [-3.434, 3.086, -5.662], [-4.969, 1.915, -4.130], [-5.681, 1.372, -1.856], [-4.960, 2.245, -0.500], [-2.132, 1.060, -0.356], [-3.825, -2.694, -0.945], [-2.607, 3.204, -0.809], [4.075, -0.571, -0.639], [2.579, -0.644, -0.790], [1.824, -2.021, 0.007], [1.852, 0.219, -1.516], [2.453, 1.368, -2.279], [0.119, 0.023, -1.688], [4.396, -1.074, 0.273], [4.425, 0.461, -0.590], [4.584, -1.053, -1.478], [3.291, 1.819, -1.745], [1.712, 2.145, -2.463], [2.822, 1.042, -3.254], [2.923, -3.860, 2.694], [2.027, -3.010, 3.468], [2.641, -1.634, 3.687], [3.864, -1.502, 3.190], [2.074, -0.735, 4.263], [2.960, -4.803, 3.052], [4.071, -2.389, 2.811], [2.637, -3.892, 1.722], [1.843, -3.432, 4.457], [1.052, -2.866, 2.999]],
  "forces_ev_per_a": [[-0.001, -0.005, -0.103], [-0.008, -0.037, 0.032], [0.004, -0.043, -0.162], [0.086, 0.183, -0.032], [-0.005, -0.084, 0.143], [0.000, -0.012, -0.036], [0.039, 0.162, 0.109], [-0.005, 0.010, -0.001], [0.008, 0.008, -0.005], [-0.006, 0.008, -0.007], [-0.002, 0.001, 0.017], [0.006, 0.007, 0.007], [-0.003, 0.012, -0.001], [-0.086, -0.127, -0.037], [0.123, -0.017, -0.045], [0.012, 0.032, -0.001], [-0.138, -0.044, -0.036], [0.096, 0.077, 0.015], [-0.068, -0.067, 0.022], [0.059, 0.022, 0.028], [0.006, -0.016, -0.006], [-0.015, 0.012, -0.023], [0.029, -0.014, 0.017], [-0.001, 0.024, 0.009], [-0.059, 0.013, 0.048], [0.004, -0.047, -0.083], [0.021, 0.013, 0.046], [-0.068, -0.021, 0.004], [0.080, 0.018, -0.061], [-0.008, -0.010, 0.051], [-0.010, 0.001, 0.005], [-0.002, -0.005, -0.009], [-0.019, -0.009, 0.013], [0.005, 0.014, -0.016], [-0.013, -0.004, 0.009], [-0.008, 0.009, -0.011], [0.070, 0.013, 0.026], [-0.063, -0.032, -0.028], [0.013, -0.015, -0.039], [0.029, -0.010, 0.044], [-0.045, -0.001, -0.020], [-0.027, -0.014, 0.002], [0.023, 0.043, 0.020], [-0.011, -0.004, -0.029], [0.023, 0.007, 0.032], [-0.015, 0.006, 0.005], [-0.003, -0.008, 0.005], [0.005, -0.002, 0.002], [-0.008, 0.006, -0.009], [-0.006, -0.006, -0.003], [0.010, 0.009, 0.008], [-0.003, 0.000, -0.006], [-0.006, -0.008, 0.006], [0.009, -0.005, 0.003], [0.020, 0.004, -0.004], [0.020, 0.025, -0.010], [-0.018, -0.001, -0.015], [0.013, -0.001, 0.006], [0.055, 0.016, 0.023], [0.045, -0.120, 0.001], [-0.019, -0.040, 0.060], [-0.073, 0.009, -0.068], [0.035, 0.063, -0.002], [-0.021, -0.020, 0.138], [-0.019, 0.012, 0.012], [-0.011, 0.000, -0.009], [-0.019, -0.009, -0.008], [-0.003, -0.003, 0.009], [-0.031, 0.017, 0.009], [-0.005, -0.030, 0.003], [-0.010, -0.027, -0.045], [-0.033, 0.027, 0.085], [-0.056, 0.132, 0.025], [0.063, 0.033, 0.045], [0.019, -0.114, -0.144], [-0.005, 0.009, 0.004], [0.007, -0.022, -0.023], [-0.010, -0.006, 0.012], [0.017, -0.008, -0.005], [-0.011, 0.010, -0.017]],
  "lowdin_spin": [1.757, -0.003, -0.004, 0.058, 0.027, 0.004, -0.023, 0.000, -0.001, -0.001, 0.000, 0.001, 0.002, 0.000, 0.004, 0.011, 0.012, 0.004, 0.000, 0.000, 0.000, 0.000, 0.000, 0.000, 0.000, 0.000, 0.000, 0.000, 0.000, 0.001, 0.000, 0.000, 0.000, 0.000, 0.000, 0.000, 0.006, 0.012, 0.013, 0.008, 0.000, 0.000, 0.000, 0.000, 0.001, 0.000, 0.000, 0.000, 0.000, 0.000, 0.000, 0.000, 0.000, 0.000, 0.000, 0.001, 0.000, 0.000, 0.002, 0.023, 0.010, 0.007, -0.001, 0.059, 0.000, 0.000, 0.001, 0.000, 0.000, 0.000, 0.001, 0.001, 0.001, 0.001, 0.000, 0.000, 0.000, 0.000, 0.000, 0.000]
}

{
  "formula": "C20H23CdN6",
  "method": "wB97M-V/def2-TZVPD",
  "orbital_gap_ev": 6.6,
  "charge": 1,
  "multiplicity": 1,
  "e_above_lowest_kcal_mol": 11.84,
  "lumo_energy_ha": -0.122,
  "symbols": ["Cd", "N", "C", "C", "N", "C", "C", "N", "H", "H", "H", "H", "H", "H", "H", "H", "H", "H", "H", "H", "H", "N", "C", "C", "C", "C", "C", "C", "C", "C", "C", "C", "C", "C", "N", "C", "C", "C", "C", "N", "H", "H", "H", "H", "H", "H", "H", "H", "H", "H"],
  "coordinates": [[-1.159, 0.650, 1.323], [-3.341, 1.253, 1.990], [-3.422, 2.623, 2.581], [-2.795, 3.622, 1.569], [-1.369, 3.345, 1.153], [-0.417, 3.833, 2.167], [-0.290, 3.019, 3.486], [-0.103, 1.563, 3.265], [-3.922, 1.120, 1.146], [-3.799, 0.594, 2.634], [-2.929, 2.630, 3.585], [-4.458, 2.906, 2.864], [-2.850, 4.683, 1.932], [-3.524, 3.615, 0.758], [-1.183, 3.897, 0.290], [-0.554, 4.908, 2.376], [0.592, 3.816, 1.697], [-1.213, 3.174, 4.119], [0.465, 3.507, 4.138], [-0.490, 1.089, 4.103], [0.896, 1.318, 3.229], [4.838, -4.474, -5.865], [4.192, -4.269, -4.940], [3.200, -3.839, -3.994], [3.163, -4.214, -2.642], [2.419, -3.499, -1.733], [1.719, -2.366, -2.157], [1.721, -1.988, -3.552], [2.501, -2.715, -4.439], [0.847, -1.629, -1.170], [0.818, -0.201, -1.268], [1.663, 0.630, -2.105], [1.003, 1.822, -2.252], [-0.176, 1.753, -1.513], [-0.289, 0.622, -0.803], [0.133, -2.298, -0.189], [-0.057, -3.723, -0.021], [-0.816, -3.893, 1.143], [-1.013, -2.623, 1.687], [-0.654, -1.653, 0.856], [3.726, -5.000, -2.212], [2.414, -3.771, -0.685], [1.175, -1.127, -3.828], [2.718, -2.444, -5.457], [2.603, 0.289, -2.586], [1.292, 2.653, -2.907], [-0.949, 2.510, -1.436], [0.275, -4.545, -0.659], [-1.134, -4.836, 1.647], [-1.465, -2.337, 2.678]],
  "forces_ev_per_a": [[0.644, -0.571, -1.223], [-0.683, -0.783, 0.365], [0.462, 0.292, 0.461], [-0.109, 0.923, 0.681], [-1.239, 0.102, 0.384], [1.533, 0.085, -0.190], [-1.379, 1.226, 0.505], [-0.017, -0.219, 0.789], [0.334, 0.690, 0.338], [0.512, 0.250, -0.128], [-0.096, -0.321, -1.070], [0.405, -0.034, -0.763], [-0.079, -0.898, 0.179], [0.604, -0.137, -0.668], [-0.215, -0.825, 0.806], [-0.291, -0.365, 0.337], [-0.575, -0.197, 0.080], [0.856, -0.394, -0.828], [0.067, -0.559, -0.701], [0.547, 0.195, -0.773], [-0.528, 0.164, 0.014], [0.463, -0.190, -0.033], [-0.593, -0.550, -0.108], [0.719, 0.624, 0.985], [-0.170, 0.280, -0.444], [-0.349, 0.809, -0.436], [-1.014, 0.183, -0.618], [0.745, -1.280, 1.935], [-0.103, -0.070, 0.619], [0.572, 1.500, -0.086], [-0.284, 0.901, -0.108], [-0.383, -1.697, 0.297], [0.338, 1.101, -1.056], [-0.102, 0.049, 0.950], [0.985, -0.626, -0.951], [-1.922, -0.823, 0.813], [-0.724, 0.335, 0.855], [0.755, -1.521, 0.185], [-1.257, 1.056, 0.422], [1.929, 0.288, 0.148], [0.704, -0.871, -0.270], [0.114, 0.019, -0.119], [-0.477, 0.604, -0.450], [-0.525, 0.388, -0.228], [-0.900, 0.446, 0.467], [-0.100, -0.401, 0.451], [0.182, -0.037, -0.035], [-0.092, 0.583, 0.168], [0.448, 0.894, -0.729], [0.289, -0.615, -1.217]],
  "mulliken_charge": [1.237, -0.782, -0.304, -0.810, -0.094, -0.834, -0.525, -0.667, 0.294, 0.268, 0.186, 0.397, 0.369, 0.411, 0.289, 0.410, 0.417, 0.204, 0.400, 0.292, 0.268, -0.450, 0.045, 0.508, -0.918, -0.486, 0.181, -0.514, -0.836, -0.040, 0.288, -0.379, -0.907, -0.470, -0.517, 0.083, -0.456, -0.957, 0.086, 0.115, 0.419, 0.685, 0.702, 0.421, 0.596, 0.422, 0.699, 0.584, 0.365, 0.304]
}